No. 1
Entry from OMol25: a molecular structure, C9H18EuI2S4 in a non-equilibrium geometry (the ωB97M-V functional and the def2-TZVPD basis).

Calculated values
HOMO level (alpha / beta)   -0.7063 / -0.7087 hartree
Electronic energy   -88468.073 eV

Structure (ORCA input):
```
! wB97M-V def2-TZVPD RIJCOSX def2/J DEFGRID3
* xyz 3 7
Eu -0.266 -1.220 1.479
I -0.664 -2.255 4.411
I -0.071 -4.499 0.892
S -2.042 1.266 1.422
S -1.741 -1.278 -1.159
S 1.710 -1.353 -0.856
S 1.623 1.135 1.545
C 0.484 2.579 1.683
C 2.356 1.313 -0.132
C 0.041 -4.043 3.047
C -0.568 -1.425 -2.527
C -2.931 1.032 -0.145
C -2.166 0.465 -1.336
C -0.826 2.512 0.871
C 2.938 -0.020 -0.647
C 0.771 -0.719 -2.276
H -2.788 0.628 -2.237
H 0.592 0.341 -2.139
H 3.511 0.133 -1.550
H -1.244 1.052 -1.451
H -0.640 -4.835 3.439
H 1.655 1.759 -0.863
H 0.300 2.733 2.759
H 3.687 -0.410 0.076
H 1.075 -4.288 3.293
H -1.353 3.454 0.926
H -1.067 -0.996 -3.407
H -3.782 0.337 0.015
H -0.316 -2.479 -2.717
H 1.415 -0.778 -3.156
H -0.482 2.352 -0.152
H -3.371 2.012 -0.418
H 0.998 3.477 1.324
H 3.162 2.020 -0.013
*
```

---

No. 2
Entry from OMol25: a single C7H10 molecule (the ωB97M-V functional and the def2-TZVPD basis).

Calculated values
Energy above the lowest of the compared OMol25 structures with the same formula, charge and spin   5.210 eV
HOMO level (alpha / beta)   -0.2986 / -0.2986 hartree
Electronic energy   -7415.825 eV

Structure (ORCA input):
```
! wB97M-V def2-TZVPD RIJCOSX def2/J DEFGRID3
* xyz 0 1
C -0.425 -0.735 -0.268
C -0.668 1.806 0.403
C 0.683 -0.087 -0.976
C 1.991 0.116 -0.239
C -2.085 -1.753 1.098
C -0.867 -1.848 0.349
C -0.601 0.677 -0.604
H 2.574 0.926 -0.689
H 1.817 0.366 0.812
H 2.594 -0.798 -0.268
H -2.207 -2.722 1.631
H -1.270 0.822 -1.452
H -1.698 1.936 0.745
H -0.047 1.626 1.286
H -0.236 -2.741 0.269
H 0.781 -0.331 -2.033
H -0.336 2.741 -0.064
*
```

---

No. 3
Entry from OMol25: 2 unconnected molecules or ions with the total composition C4H7N in a non-equilibrium geometry (the ωB97M-V functional and the def2-TZVPD basis).

Calculated values
Energy above the lowest of the compared OMol25 structures with the same formula, charge and spin   2.732 eV
HOMO level   -0.3496 hartree
Electronic energy   -5748.685 eV

Structure (ORCA input):
```
! wB97M-V def2-TZVPD RIJCOSX def2/J DEFGRID3
* xyz 0 1
N 2.835 0.765 1.196
C -1.591 -1.199 -0.584
C -0.655 -0.067 -0.781
C 2.264 0.717 2.211
C -0.210 0.845 0.133
H -2.388 -1.027 -1.336
H -1.075 -2.214 -0.751
H 3.277 0.635 0.295
H -0.136 0.603 1.187
H -0.766 0.414 -1.768
H 0.476 1.594 -0.140
H -2.031 -1.066 0.337
*
```

---

No. 4
Entry from OMol25: a molecular structure, C31H32BF3O2S in a non-equilibrium geometry (the ωB97M-V functional and the def2-TZVPD basis).

Calculated values
Energy above the lowest of the compared OMol25 structures with the same formula, charge and spin   6.217 eV
HOMO level   -0.1748 hartree
Electronic energy   -56421.575 eV

Structure (ORCA input):
```
! wB97M-V def2-TZVPD RIJCOSX def2/J DEFGRID3
* xyz 0 1
S 2.494 2.114 -1.410
F -2.044 1.887 -5.380
F -3.324 0.094 -5.280
F -3.871 1.898 -4.154
O -0.798 -2.671 1.538
O 0.499 -2.855 -0.414
C -0.201 1.083 1.360
C -1.680 2.083 2.988
C 1.874 2.903 0.979
C 4.685 0.786 -0.320
C -1.746 0.416 -0.988
C 0.275 -4.277 2.926
C 0.506 1.161 -0.017
C 0.666 -5.200 -0.645
C -2.321 4.667 -1.634
C -0.248 3.525 -2.121
C 2.240 -3.948 0.807
C 0.441 0.377 2.381
C -1.934 4.785 -0.301
C -2.587 0.549 -2.093
C 0.133 0.658 3.711
C 1.081 2.477 -0.227
C -0.379 0.641 -1.152
C 0.789 -4.076 0.356
C -1.370 1.794 1.651
C -2.811 1.118 -4.534
C 0.032 3.465 -0.766
C -0.654 0.357 -3.529
C -0.737 4.205 0.137
C -1.451 4.082 -2.552
C -0.285 -4.050 1.545
C 3.489 1.619 -0.116
C 0.168 0.319 -2.403
C -2.004 0.658 -3.348
C 3.100 2.262 1.070
C -0.874 1.578 4.009
C -1.527 -4.906 1.321
B -0.382 -2.270 0.361
H -2.046 2.135 0.859
H 1.227 -0.344 2.128
H 1.283 0.395 0.052
H -0.501 -4.087 3.674
H 0.714 0.184 4.503
H 3.729 2.227 1.961
H 1.406 -5.045 -1.439
H -0.325 -5.233 -1.108
H 0.437 3.091 -2.851
H -2.172 0.177 -0.012
H -0.254 0.231 -4.529
H -1.305 -5.973 1.420
H -2.567 5.314 0.414
H 1.404 3.485 1.767
H -2.530 2.722 3.214
H 0.609 -5.317 3.030
H -1.043 1.895 5.035
H 1.122 -3.614 3.143
H 1.226 0.045 -2.514
H -1.709 4.048 -3.610
H -3.281 5.062 -1.975
H -3.664 0.598 -1.967
H 2.875 -3.804 -0.078
H 2.576 -4.865 1.309
H 5.247 0.736 0.617
H 2.406 -3.097 1.478
H 5.315 1.222 -1.102
H 4.408 -0.232 -0.625
H -2.268 -4.645 2.087
H 0.879 -6.165 -0.172
H -0.447 4.279 1.188
H -1.995 -4.729 0.345
*
```

---

No. 5
Entry from OMol25: a single C14H22N6O2 molecule in a non-equilibrium geometry (the ωB97M-V functional and the def2-TZVPD basis).

Calculated values
Energy above the lowest of the compared OMol25 structures with the same formula, charge and spin   3.281 eV
SMILES   CN(c1nc(N2CC2)nc(N2CC2)n1)C1COC(C)(C)OC1
HOMO level   -0.3174 hartree
Electronic energy   -27907.508 eV

Structure (ORCA input):
```
! wB97M-V def2-TZVPD RIJCOSX def2/J DEFGRID3
* xyz 0 1
O -2.284 -1.121 1.713
O -1.160 -2.803 0.579
N 1.443 -0.463 2.088
N 1.155 0.770 0.182
N 2.081 2.862 -0.001
N 3.432 3.635 1.718
N 2.573 1.496 1.834
N 0.672 2.127 -1.587
C 2.466 -0.883 3.033
C 0.127 -1.221 1.980
C -1.102 -0.321 1.955
C 2.904 4.970 1.808
C 2.669 2.605 1.160
C 4.173 4.637 0.955
C -2.320 -0.982 -0.706
C -3.611 -2.661 0.517
C 1.367 1.896 -0.434
C 0.102 -2.101 0.728
C 0.796 1.146 -2.649
C 1.291 2.666 -2.766
C -2.295 -1.913 0.507
C 1.779 0.647 1.297
H -1.059 0.438 1.179
H -3.099 -0.237 -0.562
H 2.257 -1.863 3.520
H 1.991 5.246 1.266
H 3.457 -0.946 2.561
H 0.315 -1.513 -0.146
H 1.575 0.383 -2.628
H -0.171 0.792 -3.030
H 5.146 4.901 1.370
H 0.925 -2.804 0.803
H 2.978 5.409 2.805
H 0.715 3.422 -3.373
H 2.509 -0.104 3.834
H 0.001 -1.947 2.790
H -1.184 0.237 2.911
H 4.103 4.610 -0.151
H -3.728 -3.194 1.476
H 2.388 2.786 -2.832
H -4.417 -1.928 0.401
H -3.661 -3.391 -0.275
H -1.419 -0.479 -0.939
H -2.598 -1.523 -1.608
*
```

---

No. 6
Entry from OMol25: a molecular structure, C18H12F3N5 in a non-equilibrium geometry (the ωB97M-V functional and the def2-TZVPD basis).

Calculated values
Energy above the lowest of the compared OMol25 structures with the same formula, charge and spin   2.919 eV
HOMO level   -0.2980 hartree
Electronic energy   -34461.050 eV

Structure (ORCA input):
```
! wB97M-V def2-TZVPD RIJCOSX def2/J DEFGRID3
* xyz 0 1
F 4.589 0.259 1.821
F 2.145 4.414 1.408
F -3.134 3.681 2.456
N -0.430 -3.327 -1.092
N -0.040 -1.269 -0.225
N 0.943 -0.314 -2.232
N 1.068 -1.876 -4.100
N 0.478 -4.139 -3.741
C -3.997 1.545 1.724
C 2.322 0.224 1.131
C -3.771 0.249 1.193
C 3.374 2.351 1.709
C -0.468 -2.533 -0.004
C 1.113 0.969 0.922
C 0.296 -1.229 -1.537
C -0.078 0.216 0.973
C 1.114 2.379 0.763
C 0.461 -2.822 -3.377
C 2.200 3.028 1.289
C -1.609 2.035 1.697
C -2.927 2.399 1.936
C -0.038 -2.461 -2.083
C -2.473 -0.128 0.862
C 1.246 -0.653 -3.522
C 3.403 0.946 1.558
C -1.387 0.749 1.124
H 0.583 -4.268 -4.740
H 0.077 -0.831 1.485
H -4.571 -0.490 1.065
H 1.716 0.103 -4.193
H -0.798 -2.816 0.989
H -4.987 1.871 1.966
H -0.137 -4.737 -3.175
H -2.256 -1.128 0.481
H 4.224 2.885 2.019
H 0.221 2.919 0.355
H -0.786 2.670 2.054
H 2.314 -0.871 1.040
*
```

---

No. 7
Entry from OMol25: a gas-phase ion, C4H6N3O (charge +1) in a non-equilibrium geometry (the ωB97M-V functional and the def2-TZVPD basis).

Calculated values
Energy above the lowest of the compared OMol25 structures with the same formula, charge and spin   5.460 eV
HOMO level (alpha / beta)   -0.5238 / -0.5104 hartree
Electronic energy   -10749.802 eV

Structure (ORCA input):
```
! wB97M-V def2-TZVPD RIJCOSX def2/J DEFGRID3
* xyz 1 1
O 1.794 -1.232 -0.045
N 0.458 -1.168 0.023
N 0.135 0.131 -0.016
N 1.229 0.926 0.066
C -1.143 0.445 0.045
C 2.308 0.024 0.030
C 3.651 0.326 0.034
C -2.222 -0.579 0.046
H 3.743 1.409 0.022
H -1.215 1.578 0.146
H -3.118 -0.213 -0.304
H -1.870 -1.523 -0.478
H 4.234 -0.555 -0.047
H -2.356 -0.717 1.087
*
```

---

No. 8
Entry from OMol25: 3 unconnected molecules or ions with the total composition C26H35N5O4S in a non-equilibrium geometry (the ωB97M-V functional and the def2-TZVPD basis).

Calculated values
SMILES   NCCCCc1ccc2c(c1)Sc1ccc(CCCCn3cccc3)cc1N2.C[N+](=O)[O-].C[N+](=O)[O-]
HOMO level   -0.2645 hartree
Electronic energy   -53995.095 eV

Structure (ORCA input):
```
! wB97M-V def2-TZVPD RIJCOSX def2/J DEFGRID3
* xyz 0 1
S -1.378 -0.888 -1.322
O -5.845 -2.540 -2.007
O -4.543 -4.255 -2.251
O -1.513 3.708 -1.694
O -0.831 3.495 -3.739
N -0.952 4.111 -2.697
N 1.087 -2.467 0.165
N -5.134 -3.276 -2.667
N -6.782 -6.536 2.852
N 7.095 5.662 0.679
C 4.255 1.545 0.292
C -5.675 -3.989 0.828
C -0.271 -2.942 0.318
C -2.856 -2.955 -0.109
C -4.976 -2.942 -4.107
C 2.530 -0.431 0.214
C -6.435 -4.068 2.225
C -0.367 5.477 -2.636
C 7.912 6.801 0.476
C 1.220 -1.063 -0.140
C 4.727 2.789 -0.581
C 8.409 7.357 1.745
C -7.435 -5.286 2.345
C -3.026 -4.176 0.695
C 1.758 1.818 -0.712
C -0.450 -4.170 1.157
C 7.104 5.470 2.071
C 0.239 -0.191 -0.794
C 2.832 0.997 -0.079
C 6.388 4.840 -0.349
C 0.446 1.246 -1.082
C -1.800 -4.754 1.333
C -4.383 -4.922 0.938
C -1.487 -2.387 -0.280
C 5.584 3.718 0.404
C 7.868 6.456 2.832
H -6.672 -6.463 3.870
H 1.910 2.908 -0.931
H -4.542 -1.946 -4.167
H 5.000 0.718 0.078
H -0.336 1.900 -1.560
H 0.373 5.481 -1.837
H -6.363 -4.454 0.056
H -8.222 -4.975 3.106
H 9.054 8.264 1.838
H 4.317 1.812 1.383
H 3.331 -1.039 0.716
H 1.664 -3.067 -0.425
H -5.964 -2.970 -4.560
H -4.376 -5.550 1.877
H 0.409 -4.681 1.658
H 3.883 3.368 -1.037
H -7.480 -7.280 2.728
H 7.159 4.442 -1.072
H -4.320 -3.677 -4.566
H -5.451 -2.948 0.487
H 8.026 6.542 3.928
H 4.903 4.171 1.175
H 5.430 2.494 -1.420
H -5.633 -4.197 3.016
H -6.981 -3.110 2.435
H -3.719 -2.442 -0.594
H 5.735 5.573 -0.908
H 8.099 7.161 -0.566
H 6.339 3.026 0.888
H -4.472 -5.676 0.092
H -1.928 -5.689 1.947
H -1.177 6.172 -2.427
H 6.598 4.678 2.676
H -8.004 -5.497 1.390
H 0.097 5.701 -3.593
*
```